94
Properties=species:S:1:pos:R:3 method="wB97M-V/def2-TZVPD" largest_force_ha_per_bohr=0.0199 orbital_gap_ev=8.65 relative_energy_kcal_mol=22.44 total_charge=+2 e_homo_ev=-13.8 lumo_ev=-5.194 spin_multiplicity=1
Sr 0.893 0.907 1.134
C 1.706 4.105 -1.114
O 1.353 3.740 0.212
C 0.269 4.470 0.760
C -1.036 3.686 0.623
O -1.050 2.537 1.460
C -1.577 2.789 2.755
H 1.769 5.192 -1.207
H 0.993 3.724 -1.854
H 2.689 3.675 -1.299
H 0.173 5.447 0.277
H 0.499 4.621 1.822
H -1.128 3.313 -0.403
H -1.893 4.325 0.850
H -2.546 3.291 2.682
H -0.907 3.403 3.366
H -1.717 1.819 3.236
N 2.353 -5.542 0.583
C 2.082 -4.263 0.838
C 0.829 -3.839 1.328
C 0.594 -2.506 1.536
N 1.493 -1.539 1.312
C 2.704 -1.942 0.894
C 3.038 -3.246 0.644
H 1.660 -6.260 0.707
H 3.244 -5.810 0.204
H 0.067 -4.566 1.553
H -0.371 -2.178 1.907
H 3.438 -1.161 0.759
H 4.029 -3.495 0.310
C 3.806 2.380 2.329
N 4.682 1.644 1.451
C 5.850 1.087 2.109
C 4.278 1.263 0.215
N 2.998 1.235 -0.087
N 5.234 0.911 -0.687
C 4.887 0.214 -1.910
C 6.538 1.545 -0.752
H 4.414 3.053 2.935
H 3.255 1.714 3.014
H 3.113 2.980 1.741
H 5.553 0.664 3.073
H 6.603 1.855 2.304
H 6.293 0.296 1.514
H 2.881 1.139 -1.092
H 4.634 0.907 -2.719
H 4.062 -0.480 -1.748
H 5.754 -0.366 -2.228
H 6.665 2.268 0.046
H 6.634 2.078 -1.702
H 7.333 0.799 -0.698
F -6.859 -4.191 3.161
C -6.730 -3.956 1.855
F -6.566 -5.147 1.253
F -7.888 -3.453 1.417
C -5.567 -3.044 1.535
C -4.673 -2.643 2.516
C -3.588 -1.853 2.168
C -3.400 -1.463 0.847
C -4.320 -1.853 -0.129
C -5.396 -2.647 0.213
P -1.981 -0.401 0.352
C -1.162 -1.425 -0.926
C -0.137 -0.838 -1.670
C 0.697 -1.611 -2.455
C 0.513 -2.989 -2.492
C -0.526 -3.581 -1.791
C -1.360 -2.799 -1.012
C 1.457 -3.864 -3.277
F 2.609 -3.234 -3.555
F 0.936 -4.277 -4.428
F 1.791 -4.961 -2.571
C -2.943 0.840 -0.587
C -3.761 1.655 0.195
C -4.483 2.684 -0.376
C -4.378 2.899 -1.744
C -3.593 2.075 -2.538
C -2.874 1.041 -1.960
C -5.061 4.087 -2.376
F -6.112 4.515 -1.677
F -4.192 5.120 -2.443
F -5.467 3.845 -3.622
H -4.825 -2.945 3.541
H -2.888 -1.546 2.935
H -4.185 -1.544 -1.156
H -6.105 -2.959 -0.539
H 0.007 0.244 -1.630
H 1.496 -1.158 -3.025
H -0.667 -4.651 -1.835
H -2.154 -3.266 -0.453
H -3.831 1.465 1.257
H -5.126 3.314 0.224
H -3.539 2.242 -3.603
H -2.286 0.392 -2.589